Molecular formula: C19H12AuF3N2OS2
Method: DFT, wB97M-V/def2-TZVPD

```
40
Properties=species:S:1:pos:R:3:forces:R:3:mulliken_spin:R:1
Au 0.55757 -0.74436 0.77247 0.2 0.2 0.1 0.5376
O 2.65803 -1.50811 0.45971 0.0 0.1 0.1 0.1180
N 2.73038 -2.81131 0.29840 0.0 0.0 0.0 0.0464
C 3.88967 -3.28534 -0.21116 0.0 0.0 0.0 -0.0244
C 4.07787 -4.62172 -0.43261 0.0 -0.1 0.0 0.0438
C 3.04725 -5.51209 -0.12975 0.1 0.0 0.0 -0.0228
C 1.88070 -5.01674 0.39674 0.0 0.0 0.0 0.0366
C 1.71279 -3.64625 0.62855 0.0 -0.2 0.0 -0.0174
S 0.26091 -3.03141 1.33689 0.0 -0.1 -0.1 0.3290
H 4.61437 -2.51319 -0.41670 0.0 0.0 0.0 0.0009
H 5.01871 -4.95670 -0.84314 0.0 0.0 0.0 0.0027
H 3.16225 -6.57245 -0.30416 0.0 0.0 0.0 -0.0016
H 1.05430 -5.66553 0.64923 0.0 0.0 0.0 0.0000
F -5.70866 -1.64424 -1.54311 0.0 -0.1 0.0 0.0014
C -4.58217 -2.27631 -1.14851 0.0 0.0 0.2 0.0076
F -3.98729 -2.72827 -2.25324 0.0 0.0 -0.1 0.0064
F -4.97284 -3.34782 -0.43050 0.1 0.0 -0.1 0.0016
C -3.72396 -1.34586 -0.31880 -0.2 0.0 -0.1 -0.0264
C -4.38828 -0.33572 0.35424 0.0 0.1 -0.1 -0.0137
C -3.69045 0.55610 1.14921 0.0 0.0 0.0 0.0378
C -2.32494 0.39868 1.23136 0.1 0.0 0.0 -0.0192
N -1.68567 -0.58395 0.60214 -0.1 -0.2 -0.3 0.1389
C -2.33128 -1.48193 -0.17075 -0.1 0.1 0.1 0.0218
S -1.40709 -2.74261 -0.94996 0.0 0.1 0.2 0.6510
H -5.45919 -0.24138 0.23871 0.0 0.0 0.0 -0.0003
H -4.18798 1.35650 1.67596 0.0 0.0 0.0 0.0018
H -1.69390 1.07719 1.79283 0.0 0.0 0.0 -0.0016
C 0.83606 1.23426 0.48884 0.0 -0.1 -0.1 0.2922
C 0.93467 2.41949 0.26301 0.0 0.1 0.0 -0.1453
C 1.08096 3.82613 0.00469 0.0 -0.1 0.0 0.0010
C 1.95676 4.60226 0.76577 0.0 0.0 0.0 -0.0012
C 2.09499 5.95752 0.51476 0.0 0.0 0.0 0.0014
C 1.36335 6.56010 -0.49976 0.0 0.0 0.0 -0.0024
C 0.49111 5.79556 -1.26291 0.0 0.0 0.0 0.0014
C 0.34955 4.44012 -1.01362 0.0 0.0 0.0 -0.0033
H 2.52648 4.12794 1.55386 0.0 0.0 0.0 0.0002
H 2.77861 6.54598 1.11327 0.0 0.0 0.0 0.0001
H 1.47337 7.61876 -0.69557 0.0 0.0 0.0 -0.0001
H -0.08094 6.25706 -2.05764 0.0 0.0 0.0 0.0001
H -0.32606 3.83962 -1.60874 0.0 0.0 0.0 0.0000
```
Forces are in eV/Å.

Values from the calculation:
M = 602.41 g mol⁻¹
ΔE to the lowest compared entry with this formula, charge and spin = 46.1 kJ/mol
Charge = 0
HOMO level (alpha / beta) = -7.766 / -7.986 eV
Spin multiplicity = 3
Gap between HOMO and LUMO (alpha / beta) = 7.8 / 5.9 eV
Total energy = -2147.49948 Ha
⟨S²⟩ = 2.02